[1]
ORCA calculation (ωB97M-V/def2-TZVPD) on a molecular structure, C19H32FeN6.

Results
Charge ... +1
HOMO level (spin up / spin down) ... -8.493 / -11.364 eV
LUMO level (spin up / spin down) ... -2.130 / -4.097 eV
2S+1 ... 6

Structure (XYZ):
```
58
C19H32FeN6 (ωB97M-V/def2-TZVPD)
Fe -0.318 -0.486 0.448
C 2.961 1.933 1.540
C 2.008 0.987 0.892
N 0.952 0.457 1.564
C 0.538 0.840 2.892
C -0.981 0.656 2.967
N -1.438 -0.535 2.185
C -1.260 -1.834 2.872
C 0.119 -2.385 2.571
N 0.352 -2.324 1.116
C -0.282 -3.422 0.326
C -1.490 -2.859 -0.422
N -1.094 -1.552 -0.924
C -0.329 -1.546 -2.090
C -0.740 -2.354 -3.274
C 0.856 -0.784 -2.038
C 1.804 -0.496 -3.047
C 2.883 0.322 -2.718
C 3.057 0.857 -1.454
C 2.097 0.558 -0.449
N 1.069 -0.263 -0.804
H 3.310 1.551 2.501
H 2.495 2.906 1.729
H 3.833 2.106 0.914
H 0.765 1.886 3.119
H 1.033 0.245 3.670
H -1.472 1.517 2.515
H -1.325 0.574 4.001
H -2.425 -0.407 1.989
H -2.025 -2.514 2.494
H -1.413 -1.733 3.949
H 0.215 -3.406 2.949
H 0.888 -1.780 3.047
H 1.353 -2.343 0.956
H -0.530 -4.265 0.975
H 0.457 -3.765 -0.399
H -2.348 -2.746 0.244
H -1.799 -3.544 -1.215
H -1.819 -2.296 -3.425
H -0.481 -3.413 -3.170
H -0.251 -1.996 -4.179
H 1.695 -0.901 -4.041
H 3.615 0.548 -3.482
H 3.906 1.487 -1.234
C -0.482 3.419 -0.262
C -1.252 2.277 -0.948
C -2.763 2.550 -0.936
C -0.748 2.070 -2.382
N -1.019 1.100 -0.192
H -0.659 4.344 -0.812
H 0.589 3.212 -0.262
H -0.820 3.560 0.765
H -2.959 3.464 -1.498
H -3.130 2.691 0.082
H -3.311 1.732 -1.402
H -0.986 2.962 -2.962
H -1.234 1.213 -2.847
H 0.332 1.922 -2.403
```

Formally, the Mulliken partial charges of the atoms, in units of the elementary charge, are as follows:
1. Fe -0.9937
2. C -2.0780
3. C 0.3194
4. N 1.0085
5. C -0.7629
6. C -0.9390
7. N -0.1025
8. C -0.6412
9. C -0.8951
10. N -0.0220
11. C -0.6746
12. C -1.0503
13. N 0.1007
14. C 0.0326
15. C -1.8358
16. C 1.1708
17. C -1.3323
18. C -0.7536
19. C -1.2198
20. C 0.7616
21. N 1.0064
22. H 0.4091
23. H 0.3332
24. H 0.4762
25. H 0.5642
26. H 0.2831
27. H 0.3279
28. H 0.4531
29. H 0.3078
30. H 0.3715
31. H 0.4552
32. H 0.4827
33. H 0.3025
34. H 0.3426
35. H 0.4073
36. H 0.4139
37. H 0.2396
38. H 0.5131
39. H 0.3958
40. H 0.3067
41. H 0.5246
42. H 0.4221
43. H 0.4290
44. H 0.3930
45. C -1.3660
46. C 1.3828
47. C -1.6596
48. C -1.3638
49. N 0.4429
50. H 0.4987
51. H 0.2568
52. H 0.3038
53. H 0.4159
54. H 0.3633
55. H 0.3864
56. H 0.5515
57. H 0.3085
58. H 0.2256

[2]
ORCA calculation (ωB97M-V/def2-TZVPD) on a molecular structure, C19H32N2O3.

Results
Charge ... 0
Energy above the lowest of the compared OMol25 structures with the same formula, charge and spin ... 1763.7 kJ/mol
HOMO level ... -8.520 eV
LUMO level ... 0.511 eV

Structure (XYZ):
```
56
C19H32N2O3 (ωB97M-V/def2-TZVPD)
C -2.176 -1.873 2.222
O -1.740 -1.429 0.847
C -2.568 -1.795 -0.221
C -2.054 -1.399 -1.528
H -1.006 -1.482 -1.507
H -2.364 -2.151 -2.263
C -2.775 -0.110 -1.674
N -3.099 0.732 -0.761
C -2.423 1.635 -0.008
O -2.798 2.059 1.088
C -1.018 2.171 -0.335
H -0.824 1.682 -1.446
C 0.012 1.116 0.540
N 1.375 1.662 0.314
C 1.703 2.836 -0.113
O 2.748 3.136 -0.257
C 0.651 3.692 0.364
H 0.909 4.783 0.054
C -0.629 3.597 -0.386
H -1.561 4.002 0.377
H -0.827 3.881 -1.428
H 0.390 3.987 1.554
C 2.306 0.607 0.168
C 1.791 -0.459 -0.782
C 3.028 -0.916 -1.986
C 3.944 -2.087 -0.985
C 4.408 -1.802 0.366
H 4.944 -0.500 0.210
C 3.226 -1.532 1.545
C 2.639 -0.175 1.552
H 3.232 0.682 1.992
H 1.635 -0.279 1.901
H 2.600 -2.245 1.289
H 3.720 -1.801 2.397
H 5.108 -2.406 0.718
H 4.746 -2.200 -1.569
H 3.286 -3.000 -0.975
H 3.672 -0.242 -1.795
H 2.629 -1.525 -2.630
H 1.157 -1.188 -0.412
H 1.291 -0.053 -1.500
H 3.076 1.065 -0.016
H -0.276 0.179 0.689
H -0.285 1.546 1.680
C -4.362 0.185 -0.102
C -4.028 -1.474 -0.105
H -4.585 -1.948 0.827
H -4.575 -1.934 -0.935
H -5.130 0.574 -0.646
H -4.417 0.545 1.051
H -3.565 -0.049 -2.495
H -1.954 0.646 -2.477
H -2.528 -2.929 -0.284
H -3.067 -1.479 2.619
H -2.242 -3.030 2.267
H -1.348 -1.507 2.990
```

Formally, the Mulliken partial charges of the atoms, in units of the elementary charge, are as follows:
1. C -0.9222
2. O -0.0915
3. C -0.0052
4. C -0.4096
5. H -0.0117
6. H 0.4782
7. C -1.1055
8. N 0.2325
9. C 0.6819
10. O -0.7085
11. C 0.9739
12. H -0.2244
13. C -2.6182
14. N 0.2701
15. C 0.6294
16. O -0.5293
17. C -0.6148
18. H 0.3490
19. C -0.6961
20. H 0.2048
21. H 0.3306
22. H 0.2701
23. C -1.5437
24. C -1.8827
25. C -2.0443
26. C -0.7665
27. C -0.6014
28. H 0.1105
29. C -1.1957
30. C -0.9394
31. H 0.2624
32. H 0.2801
33. H 0.4403
34. H 0.6489
35. H 0.6317
36. H 0.5380
37. H 0.2925
38. H 0.7648
39. H 0.5819
40. H 1.0550
41. H 1.1424
42. H 2.2986
43. H 1.5087
44. H 0.0416
45. C -0.7135
46. C -0.8549
47. H 0.3192
48. H 0.4323
49. H 0.4678
50. H 0.2940
51. H 0.3459
52. H 0.3078
53. H 0.3808
54. H 0.3664
55. H 0.3162
56. H 0.2308

[3]
ORCA calculation (ωB97M-V/def2-TZVPD) on C19H32N2O5 in the gas phase.

Results
Charge ... 0
Energy above the lowest of the compared OMol25 structures with the same formula, charge and spin ... 355.5 kJ/mol
HOMO level ... -9.269 eV
LUMO level ... 0.717 eV

Structure (XYZ):
```
58
C19H32N2O5 (ωB97M-V/def2-TZVPD)
C 0.574 -3.408 -1.682
C 0.708 -3.825 -3.133
O -0.538 -4.137 -3.743
C -1.328 -3.051 -4.142
C -2.104 -3.266 -5.448
C -3.319 -2.571 -4.800
C -2.694 -2.826 -3.416
C -2.741 -1.696 -2.421
O -2.910 -0.531 -2.760
N -2.505 -2.044 -1.136
C -2.297 -1.085 -0.069
C -1.346 0.070 -0.418
C -0.466 0.296 0.851
C 0.968 -0.090 0.519
O 1.454 -1.166 0.817
N 1.659 0.860 -0.177
C 2.917 0.558 -0.807
C 2.845 -0.321 -2.037
C 2.103 0.313 -3.202
O 0.729 -0.016 -3.119
C -0.037 0.633 -4.115
C 3.938 1.659 -0.763
C 4.094 0.439 0.107
C -1.063 -0.610 1.929
C -1.646 -1.768 1.133
O -2.511 -2.639 1.838
H 1.553 -3.329 -1.206
H 0.088 -2.436 -1.596
H -0.009 -4.148 -1.130
H 1.212 -3.038 -3.709
H 1.302 -4.735 -3.217
H -0.744 -2.124 -4.152
H -1.687 -2.845 -6.362
H -2.275 -4.334 -5.587
H -3.347 -1.501 -5.001
H -4.302 -3.000 -4.983
H -3.017 -3.773 -2.981
H -2.412 -3.020 -0.907
H -3.266 -0.677 0.250
H -0.729 -0.190 -1.278
H -1.901 0.964 -0.694
H -0.479 1.345 1.153
H 1.129 1.634 -0.545
H 3.868 -0.549 -2.348
H 2.368 -1.269 -1.784
H 2.228 1.406 -3.194
H 2.502 -0.050 -4.159
H -1.081 0.374 -3.948
H 0.080 1.721 -4.051
H 0.271 0.311 -5.118
H 4.591 1.766 -1.619
H 3.656 2.586 -0.282
H 3.902 0.544 1.164
H 4.854 -0.284 -0.153
H -0.330 -0.943 2.661
H -1.870 -0.086 2.452
H -0.823 -2.394 0.781
H -3.242 -2.122 2.194
```

Formally, the Mulliken partial charges of the atoms, in units of the elementary charge, are as follows:
1. C -0.3305
2. C -0.5844
3. O -0.4966
4. C 1.0466
5. C -0.8867
6. C -0.7896
7. C -0.0581
8. C -0.0833
9. O -0.7073
10. N -0.0511
11. C -0.1704
12. C -0.1322
13. C 0.1713
14. C -0.0415
15. O -0.6489
16. N -0.0297
17. C 0.6499
18. C -0.2877
19. C -0.9768
20. O 0.0518
21. C -0.9279
22. C -0.6156
23. C -0.8063
24. C -1.3835
25. C -0.0201
26. O -0.6049
27. H 0.5045
28. H -0.4200
29. H 0.4639
30. H 0.2749
31. H 0.3664
32. H -0.2784
33. H 0.3117
34. H 0.2792
35. H 0.2905
36. H 0.3527
37. H 0.5937
38. H 0.3914
39. H 0.4085
40. H -0.4493
41. H 0.4829
42. H 0.5896
43. H 0.3445
44. H 0.5116
45. H -0.4766
46. H 0.4936
47. H 0.4114
48. H 0.2157
49. H 0.3157
50. H 0.3506
51. H 0.2524
52. H 0.2876
53. H 0.2404
54. H 0.2358
55. H 0.3980
56. H 0.4032
57. H 0.1507
58. H 0.4168

[4]
ORCA calculation (ωB97M-V/def2-TZVPD) on a molecular structure, C19H33Cl24FN3O.

Results
Charge ... +1
HOMO level ... -11.685 eV
LUMO level ... -4.393 eV

Structure (XYZ):
```
81
C19H33Cl24FN3O (ωB97M-V/def2-TZVPD)
C -3.344 -5.174 8.326
C -2.493 -4.586 7.079
F -1.354 -3.858 7.679
C -3.357 -3.616 6.104
C -2.473 -2.283 5.832
C -2.733 -0.783 6.212
N -1.572 0.016 5.758
C -0.654 -0.956 5.129
N 0.652 -0.438 4.587
C 1.453 -0.444 5.664
O 2.210 -0.788 6.612
N -1.152 -2.318 5.140
H -4.275 -5.775 8.006
H -2.713 -5.882 9.000
H -3.691 -4.287 8.979
H -2.010 -5.407 6.427
H -3.566 -4.139 5.085
H -4.350 -3.262 6.587
H -3.659 -0.360 6.754
H -1.392 1.037 5.835
H -0.679 -3.167 4.764
C -1.337 1.648 2.799
Cl -2.010 1.624 1.166
Cl -2.044 2.950 3.764
H -1.549 0.694 3.281
H -0.259 1.798 2.735
C -4.189 -2.459 2.317
Cl -5.885 -2.806 2.667
Cl -3.372 -1.775 3.734
H -3.689 -3.384 2.032
H -4.135 -1.743 1.496
C -1.076 -1.118 -1.645
Cl -2.246 -2.209 -0.887
Cl -1.858 -0.074 -2.836
H -0.621 -0.497 -0.873
H -0.310 -1.710 -2.141
C -3.246 3.384 -3.803
Cl -3.936 2.085 -4.782
Cl -4.290 3.772 -2.430
H -2.272 3.067 -3.429
H -3.132 4.273 -4.423
C 0.729 3.862 0.559
Cl 1.290 4.949 -0.716
Cl 1.774 2.441 0.690
H 0.736 4.396 1.509
H -0.285 3.537 0.326
C 3.814 -1.121 9.445
Cl 3.102 -1.051 11.061
Cl 5.218 -2.193 9.411
H 3.067 -1.494 8.745
H 4.126 -0.119 9.152
C 2.476 -2.360 -3.495
Cl 0.963 -3.185 -3.892
Cl 2.257 -1.232 -2.148
H 3.223 -3.103 -3.216
H 2.817 -1.803 -4.369
C 0.259 -0.963 -7.322
Cl -0.437 -0.924 -5.697
Cl 1.672 -2.024 -7.385
H -0.492 -1.330 -8.021
H 0.561 0.046 -7.602
C 4.085 0.669 -5.207
Cl 3.131 1.466 -6.462
Cl 4.511 -0.981 -5.681
H 5.000 1.238 -5.041
H 3.501 0.634 -4.287
C 3.039 0.380 -9.849
Cl 3.847 -1.037 -10.529
Cl 1.299 0.332 -10.156
H 3.208 0.401 -8.773
H 3.455 1.278 -10.305
C 4.209 6.034 -2.695
Cl 3.920 4.355 -3.167
Cl 4.543 7.044 -4.106
H 3.324 6.416 -2.187
H 5.065 6.070 -2.022
C -0.217 3.720 -8.186
Cl 1.042 3.889 -9.414
Cl 0.367 2.798 -6.795
H -0.521 4.712 -7.851
H -1.070 3.202 -8.622
```

Formally, the Mulliken partial charges of the atoms, in units of the elementary charge, are as follows:
1. C -1.1814
2. C 0.3688
3. F -0.3178
4. C -0.4538
5. C -0.0140
6. C -0.4461
7. N 0.1048
8. C -0.1615
9. N -0.3605
10. C 0.7634
11. O -0.4205
12. N 0.1272
13. H 0.3301
14. H 0.3255
15. H 0.3211
16. H 0.2391
17. H 0.2694
18. H 0.3191
19. H 0.3576
20. H 0.3140
21. H 0.2982
22. C 0.6621
23. Cl -0.1369
24. Cl -0.1872
25. H -0.4714
26. H 0.1509
27. C -0.3399
28. Cl -0.1477
29. Cl 0.0470
30. H 0.2830
31. H 0.2950
32. C 0.5122
33. Cl -0.1895
34. Cl -0.0641
35. H 0.0975
36. H -0.3626
37. C -0.1687
38. Cl -0.1474
39. Cl -0.1634
40. H 0.1739
41. H 0.3013
42. C -0.1331
43. Cl -0.1219
44. Cl -0.1668
45. H 0.3115
46. H 0.1168
47. C -0.0024
48. Cl -0.1536
49. Cl -0.1483
50. H 0.0673
51. H 0.2691
52. C 0.5271
53. Cl -0.1584
54. Cl -0.1570
55. H 0.3497
56. H -0.5941
57. C 0.0802
58. Cl -0.0504
59. Cl -0.1255
60. H 0.3927
61. H -0.2920
62. C -0.2072
63. Cl -0.0832
64. Cl -0.1689
65. H 0.3761
66. H 0.1172
67. C 0.3935
68. Cl -0.1622
69. Cl -0.1405
70. H -0.3996
71. H 0.3259
72. C -0.1835
73. Cl -0.0865
74. Cl -0.1580
75. H 0.1407
76. H 0.2927
77. C -0.3884
78. Cl -0.1449
79. Cl -0.0889
80. H 0.3388
81. H 0.2890

no.,strongest force on any atom (Eh/bohr),total energy (eV)
1,0.0128,-63542.03019
2,0.2989,-29329.24050
3,0.0036,-33439.50207
4,0.1791,-330000.03469